DFT (the ωB97M-V functional and the def2-TZVPD basis) results for one molecule with the formula C20H24N2O4.

XYZ file:
```
50
Properties=species:S:1:pos:R:3:forces:R:3
C -0.484 -2.522 -1.748 -0.3 -0.1 0.0
O 0.708 -1.801 -1.556 0.5 0.2 0.3
C 1.337 -1.898 -0.339 0.2 0.1 -0.2
C 0.782 -2.462 0.797 -0.1 0.0 -0.2
C 1.485 -2.451 1.992 0.1 0.0 0.1
C 2.741 -1.887 2.057 -0.1 0.0 0.1
C 3.313 -1.334 0.923 0.0 0.0 -0.3
C 2.628 -1.341 -0.278 -0.2 -0.1 -0.1
O 3.139 -0.869 -1.467 -0.2 -0.4 0.2
C 3.829 0.363 -1.459 0.1 0.6 0.0
C 2.947 1.494 -0.926 0.1 0.0 0.1
N 1.623 1.359 -1.497 0.4 -0.4 -0.2
C 0.635 2.224 -1.210 -0.4 -0.2 -0.5
O 0.818 3.334 -0.748 0.1 0.3 0.2
C -0.759 1.660 -1.457 0.2 0.0 0.4
C -1.117 0.865 -0.187 0.1 0.0 0.0
N -1.021 1.729 0.975 -0.3 -0.1 -0.2
C 0.120 1.784 1.709 -0.1 0.3 0.4
C 0.175 2.952 2.664 0.2 -0.1 0.0
O 0.999 0.953 1.610 0.3 -0.1 0.0
C -2.464 0.183 -0.202 0.0 0.0 0.0
C -3.401 0.348 -1.211 0.2 0.0 0.1
C -4.616 -0.317 -1.154 -0.2 -0.1 0.0
C -4.910 -1.148 -0.088 -0.1 0.0 -0.1
C -3.981 -1.315 0.926 0.1 0.0 0.1
C -2.769 -0.656 0.868 0.0 0.0 0.0
H -0.346 -3.585 -1.533 0.0 0.0 0.0
H -0.736 -2.398 -2.800 0.0 0.0 0.1
H -1.303 -2.129 -1.135 0.0 0.0 0.0
H -0.209 -2.888 0.767 -0.1 0.0 -0.1
H 1.034 -2.881 2.874 0.0 0.0 0.1
H 3.283 -1.869 2.990 0.0 0.0 0.1
H 4.298 -0.896 0.977 0.1 0.0 0.0
H 4.078 0.532 -2.510 0.0 0.0 0.1
H 4.759 0.310 -0.880 -0.1 0.0 -0.1
H 3.363 2.469 -1.188 0.1 -0.1 0.0
H 2.869 1.427 0.168 0.0 0.1 -0.1
H 1.386 0.416 -1.780 -0.2 0.1 0.0
H -1.458 2.485 -1.597 0.1 0.0 -0.1
H -0.769 1.004 -2.327 0.0 0.0 -0.1
H -0.342 0.103 -0.023 -0.2 0.1 -0.1
H -1.635 2.530 0.989 0.1 0.0 0.1
H -0.785 3.111 3.148 -0.1 0.1 0.0
H 0.944 2.777 3.410 0.0 0.0 0.0
H 0.436 3.838 2.088 0.0 0.1 0.0
H -3.193 0.991 -2.052 0.1 0.1 -0.1
H -5.336 -0.181 -1.948 -0.1 0.0 -0.1
H -5.858 -1.664 -0.048 -0.1 0.0 0.0
H -4.203 -1.963 1.762 0.0 -0.1 0.1
H -2.038 -0.784 1.654 0.1 0.0 0.1
```
Positions in Å, forces in eV/Å.

Results
relative energy (zero: lowest compared OMol25 entry of this formula, charge and spin): 120.7 kJ/mol
LUMO level: 0.735 eV
largest force on an atom: 0.01317 Eh/bohr
multiplicity: 1
highest occupied orbital energy: -8.25 eV
E_tot: -1187.0223 hartree
total charge: 0
orbital gap: 8.99 eV
SMILES: COc1ccccc1OCCNC(=O)C[C@@H](NC(C)=O)c1ccccc1

Results of the Löwdin charge analysis, in e, for atoms 1 through 8: atom 1 (C): -0.07, atom 2 (O): -0.09, atom 3 (C): -0.21, atom 4 (C): -0.03, atom 5 (C): -0.09, atom 6 (C): -0.09, atom 7 (C): -0.01, atom 8 (C): -0.21



DFT (the ωB97M-V functional and the def2-TZVPD basis) results for a 2-piece molecular cluster, C20H24N2O4 overall at a distorted geometry.

XYZ file:
```
50
Properties=species:S:1:pos:R:3:forces:R:3
C -3.139 1.295 2.899 0.2 -0.2 0.2
N -1.827 1.595 2.317 -0.7 0.1 -0.3
C -1.813 1.922 0.887 -0.2 0.5 -0.1
C -0.749 1.168 2.963 -0.1 -1.6 1.8
C 0.582 1.386 2.467 1.0 0.3 -0.3
C 0.977 2.575 1.801 0.0 -0.5 0.1
C 2.241 2.651 1.231 -0.3 -0.1 0.0
C 3.101 1.548 1.243 -0.2 0.0 0.1
C 4.397 1.583 0.494 0.3 0.0 0.0
C 2.738 0.406 1.957 0.2 0.2 0.0
C 1.531 0.357 2.625 -0.7 0.0 0.3
H -3.916 1.641 2.212 0.1 -0.1 0.3
H -3.234 0.208 3.067 -0.1 0.3 -0.1
H -3.241 1.811 3.862 0.0 -0.1 -0.3
H -2.829 1.760 0.511 0.3 0.0 0.0
H -1.559 2.969 0.696 -0.1 -0.2 0.0
H -1.118 1.291 0.327 0.0 0.0 0.2
H -0.921 0.336 3.695 0.3 0.6 -1.3
H 0.288 3.416 1.722 0.3 -0.2 0.1
H 2.555 3.564 0.725 -0.1 -0.2 0.1
H 4.908 0.624 0.590 0.0 0.1 -0.1
H 4.237 1.785 -0.570 0.0 0.0 0.1
H 5.067 2.361 0.877 -0.1 -0.1 0.0
H 3.420 -0.444 1.979 -0.1 0.2 0.1
H 1.278 -0.489 3.274 0.1 0.2 -0.4
C -2.477 6.038 4.150 -0.4 0.4 -0.1
C -1.202 5.249 4.210 -0.4 0.3 -0.2
O -1.549 3.934 4.669 0.5 0.2 -0.2
C -0.402 3.216 4.830 0.7 -0.1 -0.3
C -0.649 1.853 5.243 -0.5 2.0 -0.6
C 0.313 1.181 6.019 1.2 -1.7 0.3
C 1.719 1.518 6.058 -0.9 -0.2 -0.1
C 2.603 0.726 6.766 -0.3 -0.8 0.2
C 2.138 -0.458 7.379 -0.7 0.8 -0.4
N 3.039 -1.433 7.899 1.3 -2.2 1.5
O 2.516 -2.473 8.395 1.3 1.9 -0.9
O 4.280 -1.268 7.850 -2.3 0.1 -0.1
C 0.767 -0.780 7.413 0.3 0.0 -0.3
C -0.129 0.006 6.726 0.5 0.8 -0.5
O 0.682 3.746 4.551 -0.8 -0.9 0.5
H -2.266 7.012 3.691 -0.2 -0.2 0.1
H -3.243 5.519 3.550 0.2 0.2 0.2
H -2.860 6.223 5.163 0.0 -0.1 -0.3
H -0.723 5.164 3.218 -0.1 0.1 0.4
H -0.489 5.703 4.911 -0.2 -0.1 -0.3
H -1.698 1.583 5.382 0.3 0.2 0.2
H 2.071 2.370 5.471 -0.2 -0.3 0.5
H 3.655 0.975 6.840 -0.1 -0.1 -0.2
H 0.449 -1.669 7.944 0.1 0.1 -0.2
H -1.189 -0.262 6.662 0.4 0.1 0.2
```
Positions in Å, forces in eV/Å.

Results
relative energy (zero: lowest compared OMol25 entry of this formula, charge and spin): 649.3 kJ/mol
LUMO level: -0.862 eV
largest force on an atom: 0.05677 Eh/bohr
multiplicity: 1
highest occupied orbital energy: -7.02 eV
E_tot: -1186.8210 hartree
total charge: 0
orbital gap: 6.15 eV

Results of the Löwdin charge analysis, in e, for atoms 1 through 8: atom 1 (C): -0.02, atom 2 (N): -0.17, atom 3 (C): -0.02, atom 4 (C): -0.07, atom 5 (C): -0.20, atom 6 (C): -0.02, atom 7 (C): -0.02, atom 8 (C): -0.27



DFT (the ωB97M-V functional and the def2-TZVPD basis) results for a 2-piece molecular cluster, C20H24N2O5S overall at a distorted geometry.

XYZ file:
```
52
Properties=species:S:1:pos:R:3:forces:R:3
C 1.842 -0.258 -3.415 1.0 4.5 -4.6
N 1.486 -1.346 -2.688 -3.0 -1.7 -1.1
S 2.486 -2.071 -1.733 9.5 -5.3 -6.1
O 2.349 -3.573 -1.849 -0.7 3.2 0.3
O 4.111 -1.634 -2.106 -7.0 -0.9 1.7
C 2.162 -1.720 -0.206 -3.0 1.2 4.6
C 1.270 -2.586 0.589 4.2 11.2 3.1
C 0.889 -1.825 1.733 -1.8 -6.8 -0.2
C 1.400 -0.663 2.213 -2.5 -0.3 4.9
C 2.301 0.039 1.570 2.6 3.0 -4.1
C 2.434 -0.418 0.172 4.6 1.7 1.1
H 3.279 0.173 -0.500 -2.6 -1.5 1.6
H 2.883 0.999 1.905 -1.5 -2.1 -0.7
O 0.863 -0.371 3.566 2.4 1.4 -2.6
C 1.491 0.917 4.075 -2.7 -10.2 7.1
H 2.500 0.696 4.193 1.8 0.4 0.0
C 1.105 2.022 3.496 -8.9 6.6 -5.4
O 1.823 2.841 3.108 4.3 3.8 -1.1
N -0.409 2.375 3.164 2.7 -7.1 4.2
C -1.484 1.206 3.426 0.3 5.0 -5.3
H -1.005 0.524 3.956 1.4 -3.0 2.7
C -2.085 0.610 2.025 5.2 8.0 1.4
O -2.503 1.804 1.240 -1.2 -2.2 1.0
C -1.444 2.570 0.991 3.2 6.6 -2.0
H -1.815 3.750 0.197 0.8 -3.9 2.0
C -0.799 3.381 2.341 -0.3 0.5 -3.2
H 0.242 3.922 2.138 -2.7 -0.3 -0.1
H -1.695 3.980 2.770 1.7 -0.4 -0.6
H -0.528 2.075 0.431 -1.8 0.6 0.9
H -2.815 0.080 2.329 -5.4 -4.1 1.0
H -1.244 0.258 1.535 1.2 -1.7 -1.2
H -2.113 1.920 3.863 -2.2 -0.3 1.2
H 0.973 0.843 5.175 1.5 0.6 -2.2
H 0.302 -2.514 2.440 0.4 1.8 -0.7
H 0.899 -3.337 0.154 -2.8 -6.4 -2.4
C 0.141 -2.079 -3.330 9.5 -4.9 0.5
C -0.890 -1.256 -3.123 -9.4 -2.5 0.7
C -1.289 -0.917 -1.780 3.0 4.2 -0.4
C -2.398 -0.053 -1.685 -1.5 -0.3 3.0
C -3.501 -0.174 -2.713 3.2 5.9 11.4
C -3.166 -0.891 -3.636 -1.3 -6.9 -12.9
C -2.116 -1.674 -4.058 6.5 3.8 4.8
H -1.777 -2.062 -5.004 -1.0 -0.1 -0.3
H -3.819 -0.901 -4.534 -0.8 0.1 0.7
H -4.303 0.463 -2.580 -1.7 0.9 -0.2
H -2.460 0.573 -0.601 -0.4 -1.7 -3.4
H -0.299 -0.716 -1.026 -3.1 -0.8 -1.8
H 0.447 -3.114 -2.645 -2.0 2.2 -2.3
H 0.413 -2.195 -4.449 -0.2 -0.2 1.9
H 1.821 -0.444 -4.690 0.1 0.3 3.5
H 2.862 0.097 -3.179 -0.4 -0.4 -0.2
H 1.180 0.670 -3.264 0.5 -1.4 -0.1
```
Positions in Å, forces in eV/Å.

Results
relative energy (zero: lowest compared OMol25 entry of this formula, charge and spin): 1987.9 kJ/mol
LUMO level: -0.391 eV
largest force on an atom: 0.28600 Eh/bohr
multiplicity: 1
highest occupied orbital energy: -8.30 eV
E_tot: -1659.7273 hartree
total charge: 0
orbital gap: 7.91 eV

Results of the Löwdin charge analysis, in e, for atoms 1 through 8: atom 1 (C): -0.19, atom 2 (N): -0.35, atom 3 (S): 0.78, atom 4 (O): -0.34, atom 5 (O): -0.40, atom 6 (C): -0.39, atom 7 (C): 0.07, atom 8 (C): -0.01



DFT (the ωB97M-V functional and the def2-TZVPD basis) results for one molecule with the formula C20H24N2O5S at a distorted geometry.

XYZ file:
```
52
Properties=species:S:1:pos:R:3:forces:R:3
C -4.757 1.919 2.266 0.0 0.0 0.0
C -3.314 2.312 2.364 0.0 -0.1 0.0
C -2.374 1.476 2.941 -0.1 0.1 -0.1
C -1.043 1.853 3.032 0.3 0.1 0.1
C -0.638 3.084 2.544 -0.3 0.0 0.0
O 0.664 3.544 2.573 -0.2 0.1 -0.2
C 1.607 2.813 3.314 0.2 -0.1 0.3
C 2.030 1.488 2.665 -0.2 0.4 0.0
O 2.528 0.593 3.306 0.1 -0.1 0.2
N 1.796 1.482 1.325 -0.1 0.4 -0.3
C 2.013 0.469 0.398 0.2 -0.4 -0.1
C 1.569 0.680 -0.911 0.1 -0.1 0.0
C 1.760 -0.291 -1.872 0.0 0.2 0.0
C 2.393 -1.471 -1.529 0.1 -0.6 -0.3
S 2.592 -2.717 -2.791 -0.4 0.2 0.2
O 3.003 -2.096 -4.016 -0.2 0.2 -0.1
O 3.378 -3.803 -2.277 -0.1 0.0 0.3
N 0.981 -3.184 -2.994 0.9 0.5 0.1
C 0.719 -3.830 -4.268 -0.1 -0.1 -0.5
C -0.790 -4.037 -4.395 0.3 0.1 -0.1
O -1.285 -4.812 -3.327 -0.1 -0.2 0.0
C -1.009 -4.208 -2.087 0.2 0.2 0.3
C 0.493 -3.988 -1.893 -0.4 -0.3 0.4
C 2.839 -1.693 -0.240 0.0 -0.1 -0.2
C 2.652 -0.725 0.730 0.0 0.0 0.1
C -1.570 3.947 1.952 0.2 0.0 0.0
C -1.117 5.272 1.422 0.0 0.0 0.0
C -2.890 3.543 1.875 0.2 -0.1 0.1
H -5.099 1.977 1.233 -0.1 0.0 0.0
H -4.909 0.905 2.627 -0.1 -0.1 0.0
H -5.374 2.594 2.858 -0.1 0.0 0.0
H -2.672 0.513 3.328 0.0 -0.1 0.0
H -0.336 1.172 3.481 0.1 -0.1 0.1
H 2.494 3.453 3.372 -0.1 -0.1 0.0
H 1.264 2.612 4.335 0.0 -0.1 -0.2
H 1.360 2.323 0.961 0.1 -0.2 0.2
H 1.076 1.608 -1.164 -0.1 0.1 0.0
H 1.436 -0.152 -2.891 -0.1 0.1 -0.1
H 1.102 -3.177 -5.051 -0.1 -0.1 -0.1
H 1.230 -4.802 -4.323 -0.1 0.0 -0.1
H -1.030 -4.586 -5.306 0.1 0.1 0.0
H -1.291 -3.058 -4.408 0.0 -0.1 0.0
H -1.402 -4.882 -1.324 0.1 0.1 0.0
H -1.522 -3.236 -2.022 0.0 -0.1 0.0
H 0.684 -3.447 -0.964 -0.1 -0.1 0.1
H 1.016 -4.955 -1.858 -0.1 0.1 0.1
H 3.339 -2.622 -0.016 0.1 -0.1 0.1
H 2.995 -0.882 1.740 0.0 0.0 0.0
H -0.550 5.806 2.183 0.0 0.1 0.0
H -0.460 5.134 0.564 0.1 0.1 -0.1
H -1.967 5.878 1.118 0.0 0.0 0.0
H -3.613 4.207 1.423 -0.1 0.1 -0.1
```
Positions in Å, forces in eV/Å.

Results
relative energy (zero: lowest compared OMol25 entry of this formula, charge and spin): 169.1 kJ/mol
LUMO level: 0.422 eV
largest force on an atom: 0.01954 Eh/bohr
multiplicity: 1
highest occupied orbital energy: -8.74 eV
E_tot: -1660.4201 hartree
total charge: 0
orbital gap: 9.17 eV
SMILES: Cc1ccc(OCC(=O)Nc2ccc(S(=O)(=O)N3CCOCC3)cc2)c(C)c1

Results of the Löwdin charge analysis, in e, for atoms 1 through 8: atom 1 (C): -0.05, atom 2 (C): -0.28, atom 3 (C): -0.04, atom 4 (C): 0.00, atom 5 (C): -0.23, atom 6 (O): -0.07, atom 7 (C): -0.10, atom 8 (C): -0.45